(1)
Entry from the Open Molecules 2025 dataset: a structure of composition C42H55BFInN11O4 (ωB97M-V/def2-TZVPD).

F_max   0.188 Eh/bohr
Lowest unoccupied orbital energy   1.492 eV
HOMO level   -5.32 eV

Geometry as ORCA input:
```
! RIJCOSX wB97M-V def2-TZVPD def2/J DEFGRID3
* xyz -1 1
O -2.687 5.601 1.071
C -2.487 4.540 0.246
F -2.907 4.565 -1.186
N -1.793 3.335 0.914
C -0.615 3.885 1.688
O -0.621 4.155 3.021
In 1.418 4.290 0.668
B 2.852 2.748 1.631
O 2.814 1.306 1.239
O 3.766 3.305 2.672
H -2.496 2.986 1.620
H 1.319 3.928 -1.123
H 1.974 6.008 0.967
H 1.837 1.053 1.399
H 3.137 3.787 3.313
N -2.847 0.389 0.309
C -2.785 -0.892 0.793
C -4.001 -1.494 0.561
C -4.824 -0.545 -0.092
C -4.085 0.607 -0.237
H -2.096 1.066 0.348
H -1.884 -1.263 1.262
H -4.267 -2.508 0.831
H -5.845 -0.688 -0.421
H -4.334 1.562 -0.681
N -5.739 4.332 1.442
C -6.318 3.779 2.554
C -7.669 3.657 2.315
C -7.912 4.148 1.010
C -6.703 4.556 0.493
H -4.755 4.541 1.337
H -5.722 3.522 3.419
H -8.400 3.256 3.005
H -8.866 4.198 0.502
H -6.446 4.986 -0.466
N -2.253 -3.735 -1.457
C -2.222 -3.581 -2.818
C -2.370 -4.825 -3.390
C -2.500 -5.761 -2.337
C -2.427 -5.061 -1.154
H -2.162 -2.988 -0.781
H -2.097 -2.603 -3.262
H -2.384 -5.035 -4.452
H -2.633 -6.831 -2.431
H -2.482 -5.391 -0.125
N -0.290 0.285 -1.623
C -0.353 0.154 -2.986
C 0.932 0.200 -3.478
C 1.801 0.358 -2.372
C 1.020 0.405 -1.239
H -1.086 0.291 -0.998
H -1.305 0.041 -3.488
H 1.213 0.126 -4.520
H 2.881 0.430 -2.399
H 1.284 0.514 -0.196
N 4.869 4.208 -2.769
C 4.900 4.361 -4.130
C 4.752 3.118 -4.703
C 4.622 2.182 -3.649
C 4.695 2.882 -2.466
H 4.960 4.955 -2.093
H 5.025 5.340 -4.574
H 4.738 2.907 -5.764
H 4.489 1.112 -3.743
H 4.640 2.552 -1.437
N -0.389 -7.441 0.198
C 0.688 -8.079 -0.360
C 1.207 -8.940 0.581
C 0.410 -8.822 1.746
C -0.569 -7.892 1.480
H -0.962 -6.747 -0.264
H 0.994 -7.865 -1.375
H 2.065 -9.585 0.444
H 0.538 -9.358 2.677
H -1.376 -7.512 2.092
N 8.063 2.114 -4.923
C 7.872 1.221 -5.945
C 9.109 0.852 -6.424
C 10.080 1.541 -5.660
C 9.407 2.312 -4.738
H 7.328 2.558 -4.388
H 6.874 0.928 -6.244
H 9.291 0.159 -7.235
H 11.155 1.482 -5.770
H 9.768 2.982 -3.970
N 4.897 -6.632 -1.610
C 5.125 -5.386 -2.134
C 3.978 -4.641 -1.974
C 3.027 -5.464 -1.325
C 3.622 -6.687 -1.110
H 5.566 -7.391 -1.594
H 6.081 -5.138 -2.576
H 3.842 -3.615 -2.289
H 2.017 -5.194 -1.045
H 3.248 -7.590 -0.646
N -1.141 -3.435 4.449
C -0.492 -2.940 5.550
C -1.196 -1.846 6.002
C -2.311 -1.679 5.146
C -2.254 -2.676 4.198
H -0.845 -4.237 3.906
H 0.412 -3.407 5.916
H -0.934 -1.235 6.856
H -3.074 -0.914 5.215
H -2.908 -2.908 3.368
N -4.403 7.292 5.041
C -5.122 6.160 4.759
C -5.480 5.574 5.953
C -4.964 6.385 6.991
C -4.306 7.441 6.400
H -4.007 7.920 4.354
H -5.315 5.867 3.735
H -6.052 4.663 6.064
H -5.062 6.218 8.056
H -3.777 8.281 6.829
*
```

***

(2)
Entry from the Open Molecules 2025 dataset: a structure of composition C42H55IN7OP4S2Zn (ωB97M-V/def2-TZVPD).

F_max   0.021 Eh/bohr
Lowest unoccupied orbital energy   -2.777 eV
HOMO level   -8.75 eV

Geometry as ORCA input:
```
! RIJCOSX wB97M-V def2-TZVPD def2/J DEFGRID3
* xyz 1 1
Zn -0.578 -0.101 0.254
S -2.413 -3.186 -1.284
P -3.353 -1.479 -0.890
C -2.298 -0.102 -0.699
P -2.851 1.440 -0.161
S -1.157 2.495 0.196
C -3.811 1.580 1.385
C -3.621 0.632 2.385
C -4.222 0.780 3.627
C -5.023 1.883 3.882
C -5.210 2.842 2.895
C -4.604 2.696 1.657
C -3.886 2.269 -1.412
C -3.271 2.930 -2.472
C -4.033 3.474 -3.493
C -5.419 3.368 -3.466
C -6.038 2.707 -2.417
C -5.273 2.159 -1.397
C -4.503 -1.122 -2.262
C -5.736 -1.764 -2.382
C -6.497 -1.614 -3.532
C -6.027 -0.835 -4.581
C -4.791 -0.214 -4.481
C -4.030 -0.366 -3.331
C -4.451 -1.720 0.553
C -4.057 -2.567 1.586
C -4.834 -2.690 2.729
C -6.027 -1.986 2.845
C -6.433 -1.150 1.817
C -5.641 -1.008 0.686
H -3.012 -0.242 2.185
H -4.081 0.021 4.386
H -5.507 1.994 4.844
H -5.826 3.710 3.092
H -4.734 3.462 0.905
H -2.190 3.012 -2.488
H -3.547 3.989 -4.312
H -6.013 3.801 -4.260
H -7.116 2.607 -2.396
H -5.767 1.626 -0.594
H -6.102 -2.389 -1.580
H -7.451 -2.117 -3.615
H -6.622 -0.720 -5.478
H -4.417 0.391 -5.297
H -3.059 0.108 -3.253
H -3.150 -3.149 1.467
H -4.520 -3.354 3.524
H -6.642 -2.096 3.729
H -7.361 -0.598 1.899
H -5.960 -0.339 -0.102
I 0.681 -2.586 1.745
C 0.795 -2.731 -0.332
C 1.036 -3.938 -0.955
C 1.049 -3.939 -2.344
C 0.790 -2.765 -3.028
C 0.534 -1.616 -2.304
N 0.584 -1.582 -0.971
H 1.179 -4.842 -0.383
H 1.223 -4.862 -2.880
H 0.736 -2.742 -4.107
H 0.270 -0.684 -2.789
C 6.590 0.413 0.266
N 5.600 1.139 -0.655
C 5.740 0.539 -2.063
N 5.540 -0.863 -2.040
C 6.488 -1.498 -1.126
N 6.376 -0.988 0.240
C 5.099 -1.373 0.861
P 3.587 -0.738 -0.019
C 4.188 1.016 -0.144
C 4.145 -1.226 -1.729
H 6.447 0.825 1.264
H 7.584 0.665 -0.108
H 5.852 2.127 -0.694
H 6.750 0.788 -2.393
H 5.005 1.041 -2.692
H 7.503 -1.323 -1.488
H 6.300 -2.569 -1.116
H 5.077 -1.006 1.889
H 5.048 -2.461 0.910
H 4.137 1.492 0.837
H 3.542 1.574 -0.823
H 3.484 -0.753 -2.461
H 4.023 -2.304 -1.850
C 4.452 1.511 3.286
N 3.218 0.783 3.053
C 3.189 -0.493 3.765
P 1.750 1.438 2.585
O 1.134 0.696 1.444
N 0.829 1.317 3.940
C 1.331 1.692 5.256
C -0.633 1.297 3.880
N 2.173 2.977 2.129
C 1.571 3.576 0.935
C 2.387 3.973 3.182
H 5.304 0.883 3.003
H 4.587 1.768 4.344
H 4.481 2.425 2.699
H 3.909 -1.190 3.329
H 2.202 -0.942 3.703
H 3.441 -0.360 4.822
H 2.413 1.581 5.310
H 0.893 1.030 6.005
H 1.068 2.719 5.519
H -0.976 1.145 2.865
H -1.055 2.245 4.224
H -1.006 0.496 4.518
H 1.245 2.802 0.244
H 2.309 4.220 0.449
H 0.699 4.182 1.189
H 2.837 3.534 4.067
H 1.448 4.453 3.470
H 3.065 4.746 2.814
*
```

***

(3)
Entry from the Open Molecules 2025 dataset: a structure of composition C42H55IN7P2Pd (ωB97M-V/def2-TZVPD).

F_max   0.013 Eh/bohr
Lowest unoccupied orbital energy (spin up / spin down)   -8.053 / -11.630 eV
HOMO level (spin up / spin down)   -14.43 / -15.21 eV

Geometry as ORCA input:
```
! RIJCOSX wB97M-V def2-TZVPD def2/J DEFGRID3
* xyz 3 5
Pd 0.276 0.175 -0.109
C 5.390 -0.260 -1.549
C 4.277 -0.245 -0.492
C 4.060 -1.653 0.061
P 2.671 0.543 -0.989
C 2.592 0.575 -2.834
C 1.367 1.360 -3.299
C 2.608 -0.836 -3.424
C 2.937 2.304 -0.585
C 4.165 2.911 -0.711
C 4.394 4.247 -0.333
C 5.746 4.866 -0.484
C 3.329 4.962 0.239
C 2.095 4.393 0.389
C 1.840 3.060 -0.057
N 0.647 2.455 0.099
C -0.449 3.144 0.626
C -0.929 4.355 0.119
C -2.014 4.964 0.718
C -2.637 4.402 1.838
C -3.804 5.074 2.494
C -2.160 3.175 2.317
C -1.100 2.525 1.711
P -0.443 0.889 2.146
C -1.637 0.068 3.278
C -1.474 0.482 4.748
C -3.104 0.231 2.825
C 1.184 1.141 2.981
C 1.236 2.216 4.072
C 1.745 -0.208 3.441
H 6.350 -0.385 -1.046
H 5.453 0.641 -2.157
H 5.279 -1.105 -2.227
H 4.595 0.391 0.339
H 3.609 -2.313 -0.683
H 3.426 -1.639 0.947
H 5.022 -2.083 0.347
H 3.489 1.114 -3.152
H 0.442 0.888 -2.956
H 1.337 1.382 -4.390
H 1.375 2.392 -2.946
H 1.824 -1.453 -2.985
H 3.558 -1.343 -3.269
H 2.436 -0.785 -4.501
H 5.007 2.356 -1.104
H 6.301 4.424 -1.310
H 6.330 4.705 0.427
H 5.677 5.942 -0.636
H 3.496 5.977 0.579
H 1.309 4.954 0.873
H -0.450 4.803 -0.743
H -2.385 5.904 0.324
H -3.806 6.147 2.309
H -3.808 4.903 3.570
H -4.742 4.672 2.100
H -2.649 2.744 3.182
H -1.366 -0.988 3.194
H -1.584 1.559 4.886
H -0.522 0.177 5.173
H -2.260 -0.006 5.327
H -3.620 0.938 3.473
H -3.629 -0.720 2.912
H -3.219 0.585 1.799
H 1.803 1.484 2.151
H 0.896 1.842 5.036
H 0.643 3.097 3.820
H 2.271 2.541 4.197
H 1.159 -0.648 4.249
H 2.761 -0.071 3.815
H 1.786 -0.928 2.620
I -2.915 -2.257 0.496
C -3.040 -0.486 -0.616
C -4.300 -0.181 -1.114
C -4.465 0.979 -1.853
C -3.365 1.790 -2.074
C -2.153 1.407 -1.539
N -1.973 0.290 -0.810
H -5.133 -0.843 -0.924
H -5.438 1.236 -2.253
H -3.436 2.698 -2.655
H -1.267 2.003 -1.706
C -0.820 -2.031 -2.943
C -0.176 -2.645 -1.751
N 0.412 -1.995 -0.765
C 0.863 -2.944 0.133
C 0.574 -4.180 -0.330
N -0.091 -3.986 -1.530
C -0.552 -5.049 -2.401
N -1.992 -5.257 -2.345
N -2.805 -4.683 -3.336
N -4.005 -4.981 -3.108
C -4.047 -5.779 -1.960
C -5.107 -6.383 -1.342
C -4.816 -7.167 -0.185
C -3.510 -7.319 0.302
C -2.440 -6.718 -0.324
C -2.738 -5.938 -1.481
H -0.707 -0.952 -2.886
H -1.882 -2.269 -2.993
H -0.362 -2.378 -3.871
H 1.375 -2.680 1.039
H 0.788 -5.163 0.058
H -0.063 -5.970 -2.096
H -0.298 -4.841 -3.437
H -6.118 -6.284 -1.717
H -5.631 -7.667 0.323
H -3.340 -7.934 1.176
H -1.428 -6.852 0.037
*
```

***

(4)
Entry from the Open Molecules 2025 dataset: a structure of composition C42H55IrN11O2PS2 (ωB97M-V/def2-TZVPD).

F_max   0.128 Eh/bohr
Lowest unoccupied orbital energy (spin up / spin down)   -5.424 / -7.610 eV
HOMO level (spin up / spin down)   -12.50 / -12.81 eV

Geometry as ORCA input:
```
! RIJCOSX wB97M-V def2-TZVPD def2/J DEFGRID3
* xyz 2 5
Ir 13.365 13.228 12.947
S 11.792 13.619 11.435
C 12.832 14.740 10.544
N 12.496 16.058 10.581
C 13.434 17.048 10.054
C 14.121 16.488 8.857
N 14.898 15.244 9.306
C 15.945 14.633 8.449
C 17.292 15.329 8.531
C 17.662 16.088 9.647
C 18.832 16.821 9.680
C 19.761 16.670 8.625
C 19.428 15.844 7.559
C 18.204 15.139 7.497
C 14.188 14.421 10.113
S 14.951 13.311 11.360
C 11.558 16.647 11.567
C 10.443 17.487 10.905
C 9.923 18.517 11.660
C 8.961 19.403 11.149
C 8.578 19.266 9.841
C 9.066 18.219 9.094
C 10.016 17.347 9.569
H 14.138 17.317 10.818
H 12.874 17.964 9.788
H 14.864 17.200 8.421
H 13.396 16.129 8.098
H 15.515 14.701 7.374
H 16.010 13.559 8.683
H 16.964 16.113 10.484
H 19.061 17.479 10.549
H 20.764 17.151 8.603
H 20.099 15.729 6.715
H 17.998 14.502 6.649
H 12.112 17.357 12.189
H 11.046 15.845 12.084
H 10.292 18.655 12.660
H 8.496 20.151 11.810
H 7.838 19.904 9.352
H 8.515 18.035 8.173
H 10.460 16.586 8.965
O 14.768 15.498 14.067
N 13.739 14.723 14.072
C 12.918 15.044 15.078
C 13.013 16.342 15.718
N 13.473 17.370 16.085
C 11.711 14.446 15.458
N 10.827 13.835 15.925
O 18.308 11.748 15.698
P 19.139 12.450 16.782
N 20.722 12.665 16.155
C 21.905 13.429 16.577
C 22.628 13.944 15.267
C 22.173 12.983 14.169
C 20.911 12.314 14.717
N 18.519 13.941 17.061
C 17.187 14.104 17.571
C 16.582 15.379 16.927
C 17.822 16.148 16.443
C 19.032 15.188 16.443
N 19.221 11.432 18.050
C 18.063 11.360 18.997
C 18.406 10.339 20.089
C 19.430 9.408 19.402
C 20.212 10.424 18.465
H 22.538 12.771 17.200
H 21.674 14.295 17.241
H 23.687 13.881 15.448
H 22.309 14.987 15.200
H 22.902 12.223 13.841
H 21.948 13.476 13.237
H 21.028 11.202 14.655
H 20.054 12.601 14.066
H 17.256 14.205 18.672
H 16.582 13.254 17.316
H 16.026 15.868 17.717
H 15.839 15.126 16.105
H 18.109 16.910 17.216
H 17.701 16.700 15.457
H 19.887 15.549 17.017
H 19.374 14.989 15.417
H 17.159 11.051 18.464
H 17.816 12.357 19.389
H 17.583 9.786 20.466
H 18.932 10.873 20.888
H 18.999 8.668 18.715
H 20.119 8.941 20.107
H 20.550 9.825 17.580
H 21.073 10.891 18.958
N 16.757 10.097 14.439
C 15.455 9.874 15.127
C 14.225 10.452 14.369
N 14.035 11.881 14.546
H 17.325 9.253 14.318
H 17.392 10.746 14.989
H 16.601 10.477 13.496
H 15.551 10.377 16.122
H 15.272 8.805 15.367
H 13.283 9.973 14.685
H 14.402 10.222 13.322
H 14.831 12.272 15.001
H 13.274 12.081 15.221
N 17.459 7.376 8.150
C 16.948 8.258 8.758
C 16.342 9.304 9.422
C 17.126 10.257 10.116
C 16.595 11.448 10.624
C 15.209 11.669 10.595
C 14.405 10.674 10.031
C 14.990 9.570 9.340
H 18.225 10.088 10.141
H 17.226 12.152 11.190
H 13.322 10.820 9.958
H 14.285 8.919 8.770
*
```

***

Which of these has the highest F_max?
C42H55BFInN11O4

***

Among the records above, which one has the lowest F_max?
C42H55IN7P2Pd

***

Look up the F_max of the first one.
0.188 Eh/bohr

***

Number 1 is which compound?
C42H55BFInN11O4